No. 1
16
Properties=species:S:1:pos:R:3:forces:R:3 method="wB97M-V/def2-TZVPD" energy_ha=-325.70544 relative_energy_kcal_mol=145.65
O -2.366349 -0.629953 1.752239 0.031 0.400 -0.333
N -2.055252 0.726869 1.249249 3.073 -0.874 -1.382
C -0.698821 -0.370952 0.323330 -3.510 2.749 1.362
C 0.658473 1.512161 -0.523540 -1.479 0.104 3.314
C -1.514081 -1.230177 0.929335 1.745 -1.011 0.591
C 0.191688 0.082086 -0.767370 0.243 -0.906 0.978
C 1.383690 -0.951730 -0.784172 -0.175 1.353 1.925
H -0.435182 0.079169 -1.659285 0.395 -0.218 -0.360
H 0.878775 1.930377 -1.440579 0.217 1.429 -1.778
H 1.093998 -1.863970 -1.207075 -0.712 -1.612 -0.185
H 1.542153 1.550387 0.081100 0.859 -0.352 0.218
H 1.788901 -1.077895 0.283272 -0.749 0.045 -1.544
H -1.310907 -2.278007 1.057210 -0.545 -0.638 -0.142
H 2.213417 -0.671127 -1.381911 0.737 0.881 -0.650
H -0.054708 2.126343 0.175183 0.786 -0.982 -2.010
H -1.315795 1.066418 1.913014 -0.916 -0.370 -0.004

***

No. 2
27
Properties=species:S:1:pos:R:3:forces:R:3 method="wB97M-V/def2-TZVPD" energy_ha=-1878.40236 total_charge=-1
I -0.334023 -0.440556 2.416005 -1.780 -0.313 -1.698
Cl -2.224790 -0.500824 -4.004323 0.235 0.328 0.033
F 5.807375 -2.075168 1.996724 -0.186 0.135 0.180
F -3.440713 -3.374823 -0.524641 -0.278 -0.178 -0.139
F 5.757381 -2.323642 4.272928 -0.178 0.171 -0.155
O -1.669476 -2.014440 0.080537 -0.554 0.709 0.238
O 3.751198 -1.774227 3.137064 -0.091 0.529 0.057
O 2.018822 -0.364728 3.253412 1.676 0.263 0.822
O -2.215912 0.317620 0.026190 1.017 -0.712 -0.708
O 5.475427 -0.160438 3.350619 -0.642 0.006 -0.007
O -3.409529 -1.176452 -1.350860 1.075 -0.043 0.192
O 4.140491 1.634855 3.517586 -0.212 -0.125 -0.018
C -1.668349 1.909418 -2.687689 -0.330 -0.664 -0.458
C -1.650240 0.374662 -2.530708 0.065 0.173 0.536
C -3.100190 2.468125 -2.932587 0.729 -0.060 0.470
C 4.305354 0.449428 3.391690 1.058 0.959 0.094
C 3.210577 -0.587181 3.255380 -0.868 -0.951 -0.099
B 5.236415 -1.620080 3.186107 0.999 -0.868 -0.079
B -2.867666 -2.189979 -0.601265 0.082 -0.480 -0.079
B -1.553524 -0.740344 0.654737 0.252 0.323 1.359
B -2.448402 -0.153564 -1.265634 -1.198 0.558 -0.190
H -1.199356 2.315616 -1.782290 -0.188 0.001 -0.188
H -3.850099 1.668917 -2.964845 0.173 0.135 -0.134
H -3.099005 3.003323 -3.885398 -0.350 0.053 0.273
H -0.598115 0.084449 -2.375529 -0.274 -0.112 -0.129
H -1.017577 2.143651 -3.539185 -0.096 0.088 0.238
H -3.356073 3.126380 -2.094024 -0.136 0.075 -0.411

***

No. 3
41
Properties=species:S:1:pos:R:3:forces:R:3 method="wB97M-V/def2-TZVPD" energy_ha=-2295.90624 relative_energy_kcal_mol=7.96 total_charge=+3
Ta -0.296628 0.342865 0.864499 1.119 0.334 0.180
I 4.774554 0.265871 -0.455192 -0.069 0.100 0.017
Cl 3.415286 5.711101 -1.382380 -0.050 -0.208 0.059
S 0.599860 -1.313863 5.001716 0.130 0.042 -0.309
O -2.090127 0.054151 0.447668 -0.051 0.154 -0.041
O -3.790346 -1.239378 -0.368450 -0.154 0.238 0.104
O 1.617968 0.454368 0.548263 -1.179 -0.459 0.059
N -0.206524 -0.190051 2.852434 -0.034 0.023 -0.066
N -0.105617 2.331841 0.361417 0.475 -0.053 -0.035
N -0.238548 -1.016084 -0.886023 -0.137 -0.347 0.025
C 0.784346 -0.922693 3.392301 0.295 -0.080 0.290
C -1.195601 0.104688 3.819225 -0.165 -0.130 0.180
C 2.141662 1.619375 0.073817 0.381 0.751 -0.493
C -1.607504 -1.444570 -1.375885 0.127 0.140 0.306
C -0.760388 4.582430 -0.102252 0.152 0.047 -0.046
C -1.067644 3.309375 0.286382 0.176 -0.239 0.030
C 1.568744 3.952517 -0.441711 0.005 -0.233 0.080
C -2.679174 -0.901447 -0.434179 0.125 -0.403 -0.443
C 3.817161 3.114816 -0.844409 -0.294 -0.030 0.059
C -1.739934 -0.280687 6.158726 -0.054 -0.001 0.174
C -2.890533 0.456750 5.971204 0.025 -0.029 0.012
C -2.359763 0.837573 3.638050 -0.159 0.148 -0.194
C 1.226394 2.658272 0.007029 -0.680 0.134 0.105
C -0.895163 -0.447910 5.067492 -0.050 0.054 -0.148
C 2.927126 4.163553 -0.856656 0.056 0.037 0.007
C -3.197621 1.007677 4.721152 -0.011 0.009 0.044
C 3.424565 1.829081 -0.402619 0.217 -0.305 0.200
C 0.555743 4.905130 -0.465267 -0.145 0.185 -0.032
H 4.832083 3.264610 -1.185541 0.008 0.039 -0.004
H 1.666097 -1.213000 2.833830 -0.027 -0.014 -0.007
H 0.791509 5.913210 -0.787661 -0.035 0.000 -0.001
H -1.772643 -1.071602 -2.385069 -0.056 0.045 -0.015
H 0.360694 -1.830175 -0.717569 -0.110 -0.104 0.018
H -1.504485 -0.712011 7.122698 0.003 0.001 -0.002
H 0.265651 -0.534498 -1.630210 0.021 0.132 -0.157
H -2.078436 3.012590 0.539228 0.004 0.032 0.003
H -4.111977 1.572714 4.601830 0.002 0.000 0.000
H -3.566736 0.606696 6.801682 -0.005 0.000 -0.007
H -2.641533 1.259103 2.677884 0.026 -0.020 0.043
H -1.543274 5.326203 -0.146694 0.009 0.010 0.004
H -1.703643 -2.529190 -1.399659 0.110 -0.001 0.003

***

No. 4
8
Properties=species:S:1:pos:R:3:forces:R:3 method="wB97M-V/def2-TZVPD" energy_ha=-631.88909 relative_energy_kcal_mol=3.43
P -0.746463 -1.993269 -0.484913 1.379 3.093 1.623
F 0.756503 -1.257705 -0.624052 -0.926 -1.365 -0.456
O 3.219740 2.407159 -1.368345 0.106 0.040 -0.054
C 2.328268 1.880054 -0.931387 -0.111 -0.035 0.058
C -1.610922 0.624938 0.898845 0.822 -4.248 -1.658
C -1.307643 -0.475600 0.439740 -0.790 1.237 -0.075
H -2.158289 1.396317 1.291114 -0.535 1.706 0.769
H -0.481194 -2.581894 0.779000 0.056 -0.428 -0.207

***

No. 5
59
Properties=species:S:1:pos:R:3:forces:R:3 method="wB97M-V/def2-TZVPD" energy_ha=-1384.44239 relative_energy_kcal_mol=0.00
O -1.666469 2.796587 0.892902 0.689 -2.396 0.488
O 1.177159 2.924642 0.717349 -0.657 -2.246 0.898
O 5.189520 -0.644869 -2.031370 -0.219 -0.408 -0.070
C 1.560572 -0.843835 -1.343062 0.070 0.542 -0.243
C -4.919765 -0.756020 2.274291 0.489 0.255 -0.116
C -0.121953 0.964154 -1.020404 -0.265 1.197 2.606
C -2.533199 1.079176 -1.543468 0.180 -0.062 -0.299
C 4.644929 1.208509 2.201725 -0.325 -0.088 0.125
C -1.455928 1.596098 1.158698 -1.599 1.781 0.136
C 3.872730 -0.311567 -1.871553 -0.857 -0.046 -0.017
C -2.630482 0.759866 1.652941 -0.445 0.680 0.744
C 2.208404 1.453426 -1.791644 -0.738 -0.395 -0.195
C 1.037706 1.772973 1.165545 1.448 1.424 -0.362
C -2.529370 -0.354218 2.501166 0.322 -0.128 -0.617
C 1.213908 0.522814 -1.415210 1.092 -0.688 -0.121
C 3.323688 -0.421322 3.391521 0.193 0.170 -0.068
C 2.222753 1.141728 1.888643 0.239 0.506 0.508
C 5.564631 -2.040233 -2.013675 -0.224 0.371 0.044
C -0.162835 0.932078 0.877284 0.059 -0.926 -1.236
C -1.386985 -0.933695 -2.219944 -0.145 0.608 0.450
C 3.504947 1.057066 -2.027733 0.914 -0.945 0.135
C 3.477456 1.737993 1.656576 0.049 -0.394 -0.257
C -3.661763 -1.122427 2.777077 -0.484 0.039 -0.058
C -1.321132 0.348568 -1.603048 -1.243 -0.371 -0.747
C 4.576206 0.111307 3.065842 -0.394 0.275 -0.250
C -2.620300 -1.556862 -2.408032 -0.194 0.257 0.120
C 2.150237 0.101390 2.832004 -0.001 -0.143 -0.509
C -5.049498 0.446012 1.573115 0.221 0.059 0.201
C -3.754432 0.468641 -1.784767 -0.044 -0.587 0.068
C -5.143760 -1.609739 -2.158236 -0.172 -0.124 -0.129
C 2.861014 -1.267277 -1.591903 0.921 0.442 -0.104
C -3.924044 1.234164 1.341018 0.225 -0.410 -0.415
C -3.821762 -0.897235 -2.112400 0.384 0.353 0.080
H -5.014911 -2.696521 -2.193764 0.020 0.181 0.006
H -0.223380 2.015621 -0.709911 0.140 0.160 -2.088
H 6.650164 -2.043614 -2.149184 -0.282 0.011 0.033
H -2.514918 2.155430 -1.339918 0.112 -0.533 0.256
H -3.592668 -2.034326 3.365252 0.147 0.216 -0.006
H 3.119014 -2.330713 -1.559214 -0.203 0.466 0.068
H 3.293458 -1.258831 4.083318 -0.211 0.146 -0.066
H 5.494093 -0.304041 3.481040 -0.298 0.018 -0.040
H -5.747034 -1.370919 -1.276396 0.102 -0.014 -0.074
H -6.021737 0.768746 1.191004 0.291 -0.073 0.260
H 1.913385 2.485675 -1.982990 0.131 -0.200 0.351
H 4.265447 1.791484 -2.313406 -0.239 -0.386 0.100
H -0.095125 -0.132102 1.161596 -0.010 0.664 0.128
H -4.029216 2.195426 0.836271 0.163 -0.345 0.033
H 5.092754 -2.605977 -2.838131 0.109 0.329 0.303
H 1.175867 -0.325038 3.100573 0.437 0.116 -0.105
H -0.488171 -1.431214 -2.579379 -0.265 0.052 0.381
H 5.316205 -2.523519 -1.051253 0.055 0.293 -0.339
H -5.729937 -1.319911 -3.037033 0.071 -0.003 0.069
H 5.603706 1.654164 1.944468 -0.174 -0.088 0.101
H -1.548734 -0.631749 2.915209 -0.506 -0.033 -0.298
H -4.681635 1.024087 -1.612974 0.317 -0.128 -0.219
H 3.541683 2.592672 0.987568 -0.142 -0.189 0.100
H 0.791647 -1.593735 -1.140089 0.432 0.335 0.250
H -5.795527 -1.383350 2.431218 0.256 0.066 0.060
H -2.656596 -2.595634 -2.745125 0.056 0.335 -0.050

***

No. 6
16
Properties=species:S:1:pos:R:3:forces:R:3 method="wB97M-V/def2-TZVPD" energy_ha=-325.82923 relative_energy_kcal_mol=67.98
O -2.480171 -2.712833 -0.400272 1.418 2.317 -0.931
N -0.337540 -1.061737 0.572493 -1.397 -0.478 1.904
C 1.263949 -0.794449 -1.220876 1.574 1.665 1.483
C 0.435684 1.157853 0.073373 -0.003 1.037 0.375
C -1.957408 -1.781042 -0.857748 -2.217 -2.540 0.135
C -0.389868 2.094988 0.916600 1.214 0.367 1.087
C 0.409403 -0.161259 -0.127977 1.177 0.036 0.531
H -0.003969 -2.000235 0.713328 0.325 0.072 -0.286
H 1.271055 1.728958 -0.265879 0.476 -0.145 -1.427
H -0.897762 -0.768541 1.378378 0.533 0.131 -0.541
H 2.385312 -1.007794 -0.821551 -2.526 0.766 -1.301
H 1.075324 0.055850 -1.932198 1.400 -1.532 -0.309
H 0.336477 2.682743 1.636799 -1.429 -0.765 -1.556
H -0.956178 1.475360 1.603660 -0.952 0.413 0.066
H -0.983107 2.817558 0.261184 0.586 -1.028 1.202
H 0.828799 -1.725421 -1.529313 -0.178 -0.315 -0.431

***

| no. | lowest unoccupied orbital energy (Eh) |
| --- | --- |
| 1 | 0.0304 |
| 2 | 0.0794 |
| 3 | -0.4254 |
| 4 | 0.0040 |
| 5 | -0.0118 |
| 6 | 0.0352 |